No. 1
A molecular structure, C38H29BrN3O10PSW, computed with ωB97M-V/def2-TZVPD.

Results
Energy above the lowest of the compared OMol25 structures with the same formula, charge and spin, kJ/mol: 137.0
Gap between HOMO and LUMO (alpha / beta), eV: 5.080 / 7.305
Spin multiplicity: 3
Expectation value of S²: 2.04

Each line ends with the Löwdin spin population.
CARTESIAN COORDINATES (ANGSTROEM)
W -0.90 -0.54 -0.42  0.86
Br -1.74 -7.02 3.29  0.00
C -1.57 -5.24 2.66  0.00
C -2.50 -4.28 3.05  0.00
C -2.39 -2.98 2.63  0.00
C -1.33 -2.62 1.78  0.01
O -1.14 -1.37 1.43  0.03
C -0.42 -3.60 1.37  0.00
C 0.68 -3.21 0.53  0.01
N 0.76 -2.12 -0.16  0.00
C 1.96 -1.91 -0.90  0.00
C 2.75 -2.91 -1.41  0.00
C 3.95 -2.60 -2.08  0.00
C 4.34 -1.31 -2.27  0.00
C 3.51 -0.26 -1.82  0.00
C 3.78 1.11 -2.06  0.00
C 2.88 2.05 -1.67  0.00
C 1.70 1.64 -1.04  0.00
N 1.43 0.39 -0.75  0.02
C 2.32 -0.57 -1.13  0.00
C -0.52 -4.91 1.84  0.00
H -3.33 -4.57 3.69  0.00
H -3.11 -2.22 2.90  0.00
H 1.52 -3.90 0.50  0.00
H 2.45 -3.94 -1.32  0.00
H 4.56 -3.41 -2.46  0.00
H 5.26 -1.08 -2.79  0.00
H 4.69 1.38 -2.58  0.00
H 3.04 3.11 -1.87  0.00
H 0.94 2.37 -0.77  0.00
H 0.20 -5.66 1.54  0.00
O -4.04 0.23 1.96  0.00
C -3.10 0.57 1.29  0.00
O -2.74 -0.01 0.16  0.03
C -2.23 1.76 1.66  0.00
P -0.52 1.18 1.69  0.00
C -0.27 0.36 3.29  0.00
C 0.96 -0.24 3.54  0.00
C 1.18 -0.93 4.72  0.00
C 0.16 -1.04 5.66  0.00
C -1.08 -0.46 5.41  0.00
C -1.30 0.23 4.23  0.00
C 0.49 2.69 1.86  0.00
C 1.88 2.59 1.83  0.00
C 2.68 3.71 2.01  0.00
C 2.09 4.95 2.23  0.00
C 0.71 5.06 2.26  0.00
C -0.09 3.94 2.08  0.00
H -2.59 2.22 2.58  0.00
H -2.28 2.48 0.84  0.00
H 1.75 -0.18 2.81  0.00
H 2.14 -1.39 4.91  0.00
H 0.32 -1.59 6.58  0.00
H -1.88 -0.56 6.13  0.00
H -2.28 0.65 4.03  0.00
H 2.35 1.63 1.66  0.00
H 3.75 3.62 1.99  0.00
H 2.70 5.83 2.37  0.00
H 0.24 6.02 2.44  0.00
H -1.16 4.04 2.12  0.00
O -0.21 -0.96 -2.22  0.15
C -0.08 -0.30 -3.36  0.38
C -0.42 1.04 -3.53  0.04
C -0.24 1.69 -4.76  0.12
C -0.59 3.02 -4.90  0.01
C -1.14 3.75 -3.85  0.12
C -1.32 3.12 -2.63  -0.01
C -0.96 1.79 -2.45  0.09
O -1.09 1.26 -1.24  0.07
N -0.37 3.67 -6.19  0.00
O 0.04 3.00 -7.12  -0.01
O -0.62 4.86 -6.27  0.00
H 0.29 -0.90 -4.19  0.02
H 0.17 1.16 -5.61  0.00
H -1.41 4.78 -4.01  0.01
H -1.75 3.66 -1.79  0.00
C -2.47 -3.31 -3.14  0.00
S -3.08 -2.18 -1.92  0.01
O -3.08 -0.87 -2.52  0.01
O -4.30 -2.70 -1.37  0.01
O -1.95 -2.24 -0.86  0.02
H -3.02 -3.11 -4.06  0.00
H -2.65 -4.32 -2.79  0.00
H -1.41 -3.11 -3.27  0.00


No. 2
8 unconnected molecules or ions with the total composition C38H100N8O11, computed with ωB97M-V/def2-TZVPD.

Results
SMILES: COC[C@H](C)N.COC[C@H](C)N.COC[C@H](C)N.COC[C@H](C)N.COC[C@H](C)N.COCCNCCOC.COCCNCCOC.COCCNCCOC
Energy above the lowest of the compared OMol25 structures with the same formula, charge and spin, kJ/mol: 133.5
Gap between HOMO and LUMO, eV: 8.622

Each line ends with the Löwdin charge.
CARTESIAN COORDINATES (ANGSTROEM)
C -2.36 2.37 -4.10  -0.10
O -3.16 1.50 -3.33  -0.19
C -2.70 1.26 -2.01  -0.22
C -3.89 1.06 -1.09  -0.19
N -4.18 -0.35 -0.82  -0.07
C -4.77 -1.12 -1.90  -0.19
C -5.05 -2.53 -1.38  -0.21
O -5.73 -2.44 -0.13  -0.20
C -5.74 -3.69 0.50  -0.14
H -1.36 1.94 -4.25  0.08
H -2.36 3.37 -3.68  0.08
H -2.83 2.43 -5.08  0.09
H -2.29 2.17 -1.55  0.11
H -1.96 0.46 -1.92  0.11
H -4.73 1.59 -1.57  0.12
H -3.74 1.48 -0.10  0.11
H -4.45 -0.62 0.11  0.08
H -3.97 -1.18 -2.64  0.12
H -5.66 -0.66 -2.34  0.12
H -4.10 -3.06 -1.31  0.12
H -5.69 -3.11 -2.05  0.12
H -5.95 -4.54 -0.16  0.09
H -6.41 -3.73 1.36  0.06
H -4.74 -3.94 0.91  0.09
C 6.02 -2.24 -5.25  -0.09
O 5.06 -1.86 -4.28  -0.24
C 4.83 -0.47 -4.15  -0.22
C 5.91 0.31 -3.37  -0.19
N 6.06 -0.24 -2.03  -0.06
C 4.92 0.00 -1.16  -0.20
C 5.23 -0.22 0.32  -0.23
O 4.22 0.32 1.12  -0.23
C 4.57 0.29 2.49  -0.10
H 5.63 -2.11 -6.26  0.09
H 6.20 -3.30 -5.11  0.09
H 6.94 -1.68 -5.12  0.08
H 3.80 -0.40 -3.79  0.10
H 4.73 -0.04 -5.16  0.12
H 5.71 1.39 -3.36  0.12
H 6.84 0.25 -3.93  0.11
H 6.25 -1.22 -2.17  0.11
H 4.16 -0.74 -1.43  0.11
H 4.48 0.98 -1.34  0.12
H 6.21 0.14 0.66  0.12
H 5.28 -1.32 0.44  0.13
H 5.51 0.77 2.77  0.08
H 4.62 -0.79 2.68  0.09
H 3.78 0.70 3.12  0.09
C 1.84 2.59 -0.09  -0.09
O 0.80 2.25 -1.00  -0.21
C 1.18 1.19 -1.89  -0.19
C 1.40 -0.11 -1.15  -0.22
N 0.21 -0.58 -0.46  -0.03
C 0.50 -1.58 0.54  -0.22
C -0.63 -1.80 1.51  -0.24
O -0.90 -0.63 2.25  -0.17
C -2.30 -0.49 2.42  -0.09
H 1.47 3.47 0.44  0.07
H 2.77 2.86 -0.60  0.09
H 2.04 1.83 0.67  0.08
H 2.06 1.48 -2.47  0.12
H 0.28 1.18 -2.51  0.10
H 2.17 0.07 -0.39  0.08
H 1.81 -0.85 -1.85  0.11
H -0.24 0.18 0.03  0.11
H 1.40 -1.34 1.14  0.12
H 0.89 -2.50 0.07  0.13
H -0.24 -2.61 2.15  0.10
H -1.50 -2.25 1.02  0.13
H -2.48 0.30 3.16  0.10
H -2.76 -1.43 2.73  0.08
H -2.75 -0.12 1.49  0.07
C 2.35 6.72 3.34  -0.07
C 2.32 5.37 2.61  -0.44
C 3.71 5.14 2.00  -0.21
O 4.00 3.78 1.82  -0.21
C 5.35 3.51 1.53  -0.10
N 1.89 4.35 3.56  0.05
H 1.31 7.01 3.51  0.08
H 2.72 7.54 2.73  0.08
H 2.80 6.65 4.33  0.08
H 1.58 5.41 1.80  0.10
H 4.41 5.56 2.73  0.13
H 3.71 5.70 1.06  0.13
H 5.90 3.39 2.47  0.09
H 5.80 4.27 0.89  0.09
H 5.47 2.55 1.03  0.07
H 2.24 4.51 4.49  0.07
H 2.28 3.47 3.24  0.06
C 2.25 -2.01 5.23  -0.04
C 0.76 -2.23 4.90  -0.43
C 0.28 -3.66 4.99  -0.20
O -1.01 -3.72 4.40  -0.23
C -1.65 -4.96 4.27  -0.10
N -0.09 -1.45 5.84  0.05
H 2.51 -2.77 5.97  0.07
H 2.43 -1.01 5.60  0.07
H 2.83 -2.31 4.36  0.07
H 0.56 -1.89 3.88  0.10
H 0.14 -3.96 6.03  0.13
H 0.96 -4.39 4.53  0.13
H -0.89 -5.74 4.13  0.09
H -2.26 -4.89 3.37  0.08
H -2.26 -5.25 5.14  0.09
H -1.04 -1.74 5.57  0.06
H -0.07 -0.49 5.52  0.07
C 0.76 6.47 -1.16  -0.07
C -0.69 6.41 -0.78  -0.44
C -1.16 4.96 -0.83  -0.22
O -2.33 4.63 -0.14  -0.18
C -3.52 5.10 -0.72  -0.11
N -0.92 7.02 0.55  0.06
H 1.36 5.95 -0.42  0.06
H 1.18 7.48 -1.23  0.08
H 0.85 6.06 -2.17  0.09
H -1.19 7.09 -1.49  0.13
H -0.40 4.26 -0.45  0.10
H -1.23 4.61 -1.87  0.12
H -3.54 6.07 -1.22  0.09
H -4.28 5.17 0.06  0.09
H -3.95 4.37 -1.42  0.08
H -1.56 6.46 1.09  0.07
H -0.04 7.00 1.05  0.04
C -6.36 -1.29 2.82  -0.06
C -6.16 -1.70 4.28  -0.41
C -5.90 -3.20 4.46  -0.23
O -7.05 -3.93 4.09  -0.18
C -6.77 -5.29 3.83  -0.11
N -4.98 -0.93 4.76  0.05
H -5.48 -1.53 2.21  0.06
H -6.61 -0.24 2.72  0.09
H -7.19 -1.85 2.38  0.08
H -7.06 -1.41 4.82  0.14
H -5.61 -3.44 5.49  0.13
H -5.02 -3.38 3.82  0.12
H -6.26 -5.47 2.88  0.07
H -7.75 -5.74 3.71  0.09
H -6.24 -5.79 4.64  0.09
H -4.34 -0.92 3.97  0.02
H -4.43 -1.50 5.40  0.06
C 1.11 -2.15 -5.04  -0.05
C 1.60 -3.51 -5.60  -0.42
C 1.81 -3.35 -7.10  -0.23
O 1.96 -4.54 -7.82  -0.18
C 0.90 -5.46 -7.70  -0.11
N 2.86 -3.78 -4.90  0.05
H 0.31 -1.77 -5.69  0.07
H 1.93 -1.45 -5.25  0.07
H 0.81 -2.17 -4.00  0.07
H 0.84 -4.24 -5.32  0.13
H 2.69 -2.72 -7.23  0.13
H 1.00 -2.74 -7.54  0.12
H 0.79 -6.07 -8.59  0.09
H -0.03 -4.89 -7.57  0.09
H 1.03 -6.09 -6.82  0.09
H 3.44 -4.36 -5.51  0.07
H 3.34 -2.92 -4.67  0.03


No. 3
2 unconnected molecules or ions with the total composition C7H18N2O, computed with ωB97M-V/def2-TZVPD.

Results
SMILES: [H]/N=C(\C)OC.CNC(C)C
Energy above the lowest of the compared OMol25 structures with the same formula, charge and spin, kJ/mol: 120.2
Gap between HOMO and LUMO, eV: 9.056

Each line ends with the natural charge from an NBO analysis.
CARTESIAN COORDINATES (ANGSTROEM)
C -2.06 -0.20 0.33  -0.05
C -1.98 1.72 -1.20  -0.40
C -1.99 -0.24 1.86  -0.62
C -1.42 -1.44 -0.30  -0.62
N -1.41 1.07 -0.04  -0.67
H -0.42 0.91 -0.21  0.39
H -3.11 -0.13 0.04  0.18
H -1.40 2.62 -1.42  0.20
H -1.98 1.10 -2.11  0.15
H -3.01 2.00 -0.99  0.19
H -2.67 -0.99 2.26  0.20
H -2.19 0.85 2.09  0.23
H -0.98 -0.46 2.21  0.19
H -1.43 -1.36 -1.39  0.20
H -0.39 -1.55 0.04  0.20
H -1.97 -2.33 0.00  0.21
C 1.92 0.87 1.52  -0.26
C 3.22 -1.32 -1.14  -0.69
C 2.36 -0.26 -0.50  0.60
O 2.64 -0.12 0.80  -0.50
N 1.45 0.43 -1.04  -0.77
H 1.32 0.24 -2.03  0.36
H 2.38 0.92 2.50  0.19
H 1.98 1.83 1.01  0.20
H 0.87 0.59 1.61  0.19
H 4.05 -1.57 -0.49  0.24
H 3.61 -0.96 -2.09  0.23
H 2.63 -2.22 -1.32  0.24


Question: The lowest energy above the lowest of the compared OMol25 structures with the same formula, charge and spin belongs to which entry?
Answer: C7H18N2O